Entry 1:
Computed, not measured: a molecular structure, C41H33CrN6O2Si, with ωB97M-V/def2-TZVPD.

Positions of all 84 atoms, in Å:
Cr  -0.0392  -0.0748  -0.0372
Si  0.0684  1.8743  1.5016
O  1.6691  -2.7436  -2.3929
O  -3.8039  1.2504  -0.3802
N  -1.7521  0.2785  -0.9204
N  4.9700  -2.7247  2.6867
N  1.6952  -0.9213  0.8222
N  -1.3892  -0.6944  1.3327
N  1.4699  0.6706  -1.4728
N  0.0101  -1.2887  -1.6441
C  -1.1596  -1.9463  -3.7100
C  2.8391  1.0555  4.6136
C  3.1916  -0.2915  -2.8652
C  -2.8070  0.6038  -0.1077
C  -2.3015  -1.7845  -4.4696
C  -3.2651  3.8643  3.1600
C  3.9279  -2.1597  2.0374
C  -3.1900  -0.1891  -2.8946
C  1.6787  3.2735  3.4700
C  -3.6389  3.0483  4.2103
C  -1.2600  -1.5174  2.3841
C  -2.1953  3.5144  2.3566
C  1.5525  5.4091  -0.2706
C  -2.0397  -0.3255  -2.1219
C  -2.3116  -1.9235  3.1772
C  0.5173  5.7798  -1.1115
C  3.6657  0.9655  -3.1939
C  1.4527  4.2531  0.4844
C  1.3204  2.0160  2.9877
C  2.7559  -2.8697  1.7398
C  -3.7281  -0.4816  1.9334
C  1.7029  -2.2262  1.1352
C  -2.9217  1.8924  4.4607
C  -2.6272  -0.1530  1.1545
C  2.9940  2.0682  -2.6790
C  -3.5901  -1.4158  2.9442
C  0.3152  3.4528  0.4412
C  -1.4563  2.3599  2.5871
C  -1.8347  1.5689  3.6690
C  2.8469  -0.2626  1.0361
C  3.2495  2.3172  5.0035
C  -1.0346  -1.2460  -2.5110
C  3.9631  -0.8253  1.6050
C  1.2641  -1.6551  -2.0249
C  1.9334  1.8702  -1.8106
C  2.0753  -0.3997  -2.0416
C  -0.6876  3.8095  -0.4624
C  -0.5943  4.9596  -1.2249
C  2.6412  3.4299  4.4501
C  1.8822  0.9123  3.6224
C  -3.3129  -0.9203  -4.0619
H  1.4265  2.7172  -1.3802
H  -1.5528  3.1702  -0.5755
H  -4.1991  -0.8139  -4.6717
H  4.8522  -0.2304  1.7467
H  -1.9269  4.1577  1.5354
H  4.8969  -3.6549  3.0570
H  2.6822  -3.9180  1.9804
H  -2.4041  -2.3430  -5.3900
H  5.7810  -2.1737  2.9014
H  0.5778  6.6969  -1.6788
H  2.9265  4.4203  4.7768
H  2.2821  3.9593  1.1108
H  -3.8101  4.7760  2.9605
H  0.8162  -2.7872  0.8691
H  -4.6667  0.0031  1.7084
H  -1.3920  5.2194  -1.9067
H  -2.1273  -2.6325  3.9690
H  3.2768  0.1786  5.0734
H  4.0309  2.4356  5.7382
H  -0.2602  -1.8743  2.5958
H  -3.2138  1.2422  5.2734
H  -3.9652  0.4933  -2.5838
H  -4.4310  -1.7305  3.5425
H  2.8602  0.7810  0.7502
H  -1.2665  0.6794  3.9033
H  2.4392  6.0233  -0.1967
H  -0.3712  -2.6173  -4.0176
H  4.5085  1.0835  -3.8584
H  3.2798  3.0714  -2.9526
H  -4.4839  3.3119  4.8284
H  1.5613  -0.0859  3.3488
H  3.6329  -1.1962  -3.2584
H  1.1929  4.1488  3.0675

## Properties
charge: 0
2S+1: 2
energy: -92388.042 eV
HOMO energy (spin up / spin down): -6.40 / -6.67 eV
E_LUMO (spin up / spin down): -0.260 / -0.558 eV
Kohn-Sham gap (spin up / spin down): 6.1 / 6.1 eV

---

Entry 2:
Computed, not measured: C4H7NS in the gas phase, with ωB97M-V/def2-TZVPD.

Positions of all 13 atoms, in Å:
S  0.4115  1.1590  -1.0673
N  0.1137  0.9057  0.5587
C  -0.4802  -0.5748  2.3431
C  -0.1139  -0.3109  0.9258
C  -0.1447  -1.3732  -0.1845
C  -0.0829  -0.6280  -1.5356
H  0.6338  -2.0789  0.0174
H  0.3526  -1.0415  2.8912
H  0.7511  -0.9424  -2.1411
H  -1.1299  -1.8712  -0.0635
H  -1.0121  -0.6832  -2.0417
H  -0.7666  0.3771  2.8624
H  -1.2792  -1.3229  2.3484

## Properties
charge: 0
energy: -16586.219 eV
HOMO energy: -8.14 eV
E_LUMO: 0.968 eV
Kohn-Sham gap: 9.1 eV
relative energy (zero: lowest compared OMol25 entry of this formula, charge and spin): 68.8 kJ/mol

---

What did the second record say?
Computed, not measured: C4H7NS in the gas phase, with ωB97M-V/def2-TZVPD.

Positions of all 13 atoms, in Å:
S  0.4115  1.1590  -1.0673
N  0.1137  0.9057  0.5587
C  -0.4802  -0.5748  2.3431
C  -0.1139  -0.3109  0.9258
C  -0.1447  -1.3732  -0.1845
C  -0.0829  -0.6280  -1.5356
H  0.6338  -2.0789  0.0174
H  0.3526  -1.0415  2.8912
H  0.7511  -0.9424  -2.1411
H  -1.1299  -1.8712  -0.0635
H  -1.0121  -0.6832  -2.0417
H  -0.7666  0.3771  2.8624
H  -1.2792  -1.3229  2.3484

## Properties
charge: 0
energy: -16586.219 eV
HOMO energy: -8.14 eV
E_LUMO: 0.968 eV
Kohn-Sham gap: 9.1 eV
relative energy (zero: lowest compared OMol25 entry of this formula, charge and spin): 68.8 kJ/mol